1.
91
Properties=species:S:1:pos:R:3:forces:R:3:mulliken_charge:R:1 method="wB97M-V/def2-TZVPD" smiles="C[C@@H](O)CN(CP(=O)(O)O)C(=O)OC(=O)NC(=O)F.CCCC#N.CCCC#N.CCCC#N.CCCC#N.CCCC#N"
C 1.407 -0.562 -0.315 -0.311 0.207 -0.828 -1.099
C 1.848 0.980 -0.414 0.600 -1.149 -0.894 0.760
O 0.860 1.667 -1.218 0.192 -0.480 0.874 -0.568
C 2.183 1.681 0.992 0.205 -1.098 0.336 -1.024
N 1.060 2.523 1.547 1.107 -0.375 1.615 0.438
C 1.070 3.914 0.984 -0.634 -0.672 -0.108 -0.293
P 0.844 5.318 2.222 -0.645 6.491 -1.758 0.995
O 0.547 6.597 1.376 0.844 -3.645 1.961 -0.781
O -0.482 5.136 3.272 2.320 -0.340 -1.106 -0.516
O 2.317 5.690 3.054 -2.105 -1.051 -1.314 -0.561
C 1.235 2.478 3.008 2.914 0.624 1.761 0.056
O 2.280 2.722 3.654 -4.468 -0.832 -2.651 -0.481
O 0.063 2.048 3.777 1.270 -2.885 -1.884 -0.267
C -0.417 0.793 3.229 -3.829 0.417 -3.763 0.614
O -1.292 0.797 2.308 3.588 0.190 4.358 -0.517
N 0.015 -0.528 3.719 -1.531 0.571 -1.003 -0.220
C -0.775 -1.572 3.007 0.734 -2.345 -4.312 0.552
O -0.312 -2.244 2.044 -2.225 3.065 5.286 -0.400
F -2.144 -1.815 3.390 3.844 1.262 -0.241 -0.227
H 2.157 -1.239 0.223 -1.204 1.099 -0.531 0.411
H 1.339 -0.952 -1.407 0.179 0.666 1.758 0.161
H 0.328 -0.647 0.097 1.870 0.090 -0.291 0.208
H 2.833 0.995 -1.034 -1.503 0.064 1.139 0.019
H 0.084 1.078 -1.363 0.852 0.548 0.186 0.357
H 3.168 2.268 0.966 -1.368 -0.708 -0.100 0.385
H 2.345 0.829 1.766 -0.118 1.279 -1.395 0.316
H 2.063 4.057 0.431 -1.361 0.307 0.918 0.261
H 0.201 4.003 0.223 1.453 0.100 1.384 0.288
H -1.052 5.946 3.205 0.977 -0.677 -0.380 0.332
H 2.781 6.369 2.492 -1.015 -0.790 0.570 0.350
H 1.019 -0.710 3.559 -0.673 0.060 0.251 0.380
C -6.128 5.585 4.253 -0.095 0.031 0.027 -1.158
C -5.505 4.231 3.930 -0.329 0.132 0.075 -0.533
C -4.009 4.323 3.617 -0.142 0.384 -0.760 0.028
C -3.791 5.205 2.419 0.774 1.813 -2.547 0.175
N -3.619 5.901 1.473 -0.663 -2.527 3.505 -0.485
H -6.065 6.270 3.404 0.070 -0.059 0.066 0.354
H -7.186 5.467 4.498 0.104 0.025 0.024 0.336
H -5.630 6.051 5.110 -0.055 -0.012 -0.076 0.296
H -6.035 3.790 3.079 0.149 -0.034 0.072 0.309
H -5.650 3.560 4.782 0.128 -0.017 -0.104 0.324
H -3.607 3.328 3.406 0.113 0.185 -0.095 0.075
H -3.463 4.735 4.470 0.011 0.028 -0.151 0.303
C 3.120 -1.043 -4.648 0.090 -0.004 0.037 -1.012
C 2.192 -2.238 -4.841 0.333 0.046 0.166 -0.562
C 0.866 -1.860 -5.505 -0.277 0.446 0.679 -0.436
C 0.136 -0.864 -4.648 -1.790 2.135 1.648 0.282
N -0.436 -0.079 -3.967 2.136 -2.881 -2.361 -0.456
H 2.680 -0.295 -3.982 -0.020 -0.020 -0.085 0.269
H 4.063 -1.364 -4.197 -0.062 0.035 -0.068 0.388
H 3.345 -0.563 -5.605 -0.019 -0.017 0.086 0.301
H 2.000 -2.699 -3.866 -0.067 -0.028 -0.152 0.326
H 2.699 -2.987 -5.456 -0.166 0.013 0.014 0.345
H 0.242 -2.748 -5.633 -0.082 0.196 0.038 0.308
H 1.041 -1.423 -6.493 -0.093 0.066 0.131 0.280
C -4.361 -2.628 0.710 0.057 0.079 -0.004 -0.965
C -5.666 -3.260 1.183 0.119 0.367 -0.078 -0.487
C -5.603 -4.788 1.221 0.014 -0.072 -0.872 -0.291
C -5.326 -5.322 -0.157 0.595 -1.452 -2.863 0.212
N -5.107 -5.743 -1.246 -0.793 1.591 4.003 -0.503
H -4.119 -2.921 -0.315 -0.021 -0.044 0.092 0.384
H -4.439 -1.538 0.725 0.054 -0.098 0.040 0.334
H -3.529 -2.918 1.358 -0.044 0.055 -0.086 0.125
H -6.477 -2.938 0.521 0.008 -0.132 0.113 0.305
H -5.901 -2.886 2.184 -0.046 -0.151 -0.048 0.324
H -6.552 -5.196 1.578 0.123 -0.107 -0.136 0.308
H -4.813 -5.122 1.900 -0.013 -0.043 -0.166 0.266
C 5.815 1.450 -5.677 -0.041 -0.041 -0.061 -0.863
C 6.146 2.859 -5.195 -0.241 -0.126 -0.255 -0.469
C 7.171 2.873 -4.059 -0.555 -0.367 0.576 -0.428
C 6.632 2.117 -2.875 -0.905 -1.584 2.730 0.287
N 6.206 1.520 -1.941 1.485 2.201 -3.480 -0.466
H 5.358 0.851 -4.885 0.098 0.065 -0.019 0.116
H 5.103 1.491 -6.505 0.093 -0.014 0.046 0.339
H 6.714 0.933 -6.026 -0.087 0.014 0.026 0.305
H 5.223 3.348 -4.867 0.161 0.030 0.019 0.298
H 6.537 3.440 -6.035 0.041 0.033 0.161 0.315
H 7.385 3.902 -3.758 0.007 -0.165 0.133 0.287
H 8.109 2.412 -4.381 -0.095 -0.036 0.145 0.291
C -1.480 -6.085 0.576 -0.143 -0.004 -0.036 -0.884
C -0.738 -7.321 1.074 -0.309 0.076 -0.178 -0.525
C 0.600 -6.986 1.736 0.369 0.244 -0.758 -0.358
C 1.502 -6.299 0.748 2.176 1.520 -1.922 0.249
N 2.214 -5.757 -0.032 -2.669 -2.002 2.841 -0.482
H -0.914 -5.559 -0.197 -0.004 -0.010 0.115 0.371
H -2.440 -6.369 0.138 0.070 0.049 0.037 0.208
H -1.673 -5.387 1.397 0.043 -0.001 -0.081 0.212
H -0.575 -8.000 0.230 0.062 0.010 0.156 0.322
H -1.371 -7.850 1.794 0.167 -0.018 0.006 0.322
H 1.086 -7.900 2.087 0.112 0.170 -0.063 0.306
H 0.448 -6.330 2.598 0.103 0.030 -0.139 0.248

=====

2.
6
Properties=species:S:1:pos:R:3:forces:R:3:mulliken_charge:R:1 method="wB97M-V/def2-TZVPD" smiles="[H]/N=C/[N+]#N" de_lowest_kj_mol=164.8 charge=+1
H -0.727 -1.056 -0.401 0.006 0.325 0.292 0.334
N 0.194 -0.743 -0.705 0.868 0.037 -0.537 -0.331
C 0.693 0.280 -0.195 -4.004 -0.825 1.864 0.144
N 1.915 0.676 -0.645 3.312 0.923 -1.467 0.531
N 2.878 1.065 -0.986 -0.395 -0.222 0.167 -0.019
H 0.310 0.961 0.585 0.214 -0.237 -0.319 0.341

=====

3.
14
Properties=species:S:1:pos:R:3:forces:R:3:mulliken_charge:R:1 method="wB97M-V/def2-TZVPD" de_lowest_kj_mol=705.2
C 2.339 -0.256 -0.135 1.043 0.400 1.400 -0.572
N 1.671 0.987 0.195 -1.035 0.113 -0.095 -0.195
N 0.319 1.195 0.156 1.453 3.313 0.073 -0.526
N -0.556 0.361 0.094 0.255 0.010 0.127 1.146
O -0.473 -0.857 0.008 -0.530 -1.885 -0.092 -0.776
O -1.833 0.971 0.153 0.132 -0.592 1.086 -0.328
C -2.900 -0.022 0.093 -0.440 3.990 -0.447 -0.587
H 1.514 -0.958 -0.137 0.634 -0.808 0.690 0.300
H 2.720 -0.301 -1.151 0.465 0.325 -0.124 0.233
H 3.200 -0.333 0.677 -1.784 -0.633 -1.857 0.222
H 2.172 1.875 0.094 -0.717 -0.659 -0.002 0.234
H -3.055 -0.748 0.822 0.223 -0.595 2.038 0.282
H -3.741 0.705 -0.045 0.377 -1.125 0.214 0.253
H -2.676 -0.508 -0.762 -0.076 -1.853 -3.011 0.313

=====

4.
49
Properties=species:S:1:pos:R:3:forces:R:3:mulliken_charge:R:1 method="wB97M-V/def2-TZVPD" smiles="CC(=O)CCc1ccc(OCCCOc2cccc3cccnc23)cc1" de_lowest_kj_mol=117.7
C 3.625 1.760 -1.960 -0.166 -0.261 -0.169 -1.509
C 2.481 1.702 -0.979 0.256 0.353 -0.039 0.726
O 1.477 1.069 -1.185 -0.054 -0.059 -0.054 -0.474
C 2.702 2.495 0.292 -0.128 -0.065 0.145 -0.365
C 3.427 1.625 1.342 -0.171 0.042 -0.086 -1.439
C 2.581 0.444 1.722 0.226 -0.048 0.049 0.825
C 2.646 -0.738 1.000 -0.008 0.138 0.198 -0.617
C 1.804 -1.799 1.276 -0.174 -0.309 0.073 -0.594
C 0.871 -1.696 2.301 0.078 0.181 0.081 0.533
O -0.031 -2.664 2.649 0.141 0.349 0.220 -0.532
C -0.314 -3.695 1.726 -0.129 -0.224 -0.510 -0.782
C -1.023 -3.175 0.473 -0.140 0.180 0.315 -0.061
C -2.421 -2.635 0.802 0.314 -0.172 0.259 -0.880
O -2.928 -1.816 -0.226 -0.058 0.217 -0.257 -0.402
C -2.462 -0.550 -0.361 0.103 0.104 0.187 0.275
C -1.638 0.105 0.525 -0.226 -0.530 0.013 -0.068
C -1.245 1.430 0.303 -0.111 0.375 -0.275 -0.730
C -1.656 2.116 -0.802 0.124 0.062 0.286 -1.041
C -2.492 1.483 -1.742 -0.135 -0.400 0.056 1.311
C -2.952 2.121 -2.913 -0.144 -0.131 -0.150 -0.699
C -3.761 1.440 -3.781 0.182 0.250 0.131 -0.544
C -4.107 0.114 -3.468 -0.062 -0.047 -0.058 -0.303
N -3.704 -0.509 -2.397 -0.219 -0.442 -0.076 -0.595
C -2.907 0.140 -1.530 0.221 0.422 0.016 0.269
C 0.830 -0.527 3.061 -0.129 -0.233 -0.028 -0.352
C 1.669 0.527 2.767 0.036 -0.081 -0.081 -0.402
H 3.618 2.736 -2.444 0.049 0.122 -0.014 0.400
H 4.578 1.644 -1.450 0.143 0.036 0.043 0.345
H 3.510 0.992 -2.721 -0.003 -0.032 -0.021 0.360
H 3.301 3.382 0.082 -0.013 0.058 -0.039 0.439
H 1.733 2.793 0.694 -0.006 0.041 -0.040 0.217
H 3.625 2.242 2.220 0.088 -0.030 -0.045 0.412
H 4.383 1.288 0.937 0.060 0.029 0.072 0.383
H 3.361 -0.836 0.195 0.067 -0.011 -0.101 0.359
H 1.883 -2.694 0.681 -0.047 -0.091 -0.050 0.354
H -0.968 -4.379 2.274 0.125 -0.003 -0.052 0.404
H 0.600 -4.237 1.454 -0.097 0.011 0.086 0.316
H -1.100 -3.977 -0.261 0.030 -0.004 -0.051 0.409
H -0.436 -2.367 0.032 0.003 -0.075 -0.050 0.254
H -3.136 -3.458 0.883 0.074 0.108 0.047 0.381
H -2.400 -2.102 1.761 -0.062 -0.045 -0.089 0.434
H -1.271 -0.381 1.413 -0.011 -0.134 0.056 0.285
H -0.602 1.897 1.034 0.089 0.051 0.030 0.420
H -1.347 3.136 -0.977 0.052 0.098 -0.002 0.352
H -2.656 3.143 -3.106 0.013 0.061 -0.020 0.397
H -4.130 1.897 -4.686 -0.022 0.033 -0.058 0.377
H -4.744 -0.457 -4.133 -0.066 0.011 -0.111 0.418
H 0.119 -0.463 3.870 -0.095 -0.001 0.085 0.382
H 1.608 1.433 3.354 0.001 0.103 0.079 0.352

=====

5.
10
Properties=species:S:1:pos:R:3:forces:R:3:mulliken_charge:R:1 method="wB97M-V/def2-TZVPD" smiles="O=C=NI.C=C" de_lowest_kj_mol=126.6
O -2.986 -3.138 -0.796 0.280 -1.556 0.210 -0.366
C -3.205 -2.065 -1.140 -0.258 1.281 -0.069 0.702
N -3.435 -0.884 -1.299 -0.122 0.551 -0.515 -0.556
I -3.573 0.081 -3.079 0.058 -0.295 0.377 0.230
C 0.429 -0.003 0.120 2.241 1.467 -0.239 -0.557
C 0.284 -1.067 -0.609 -1.630 -0.328 0.280 -0.173
H 1.454 0.363 0.182 -0.158 0.183 0.526 0.220
H -0.321 0.661 0.454 -0.927 0.212 0.506 0.288
H 1.140 -1.563 -0.973 0.474 -0.810 -0.542 0.263
H -0.736 -1.385 -0.739 0.042 -0.706 -0.535 -0.051

=====

6.
12
Properties=species:S:1:pos:R:3:forces:R:3:mulliken_charge:R:1 method="wB97M-V/def2-TZVPD" smiles=CC(Cl)(Cl)CO de_lowest_kj_mol=57.9
C -1.049 0.549 0.935 -1.319 0.698 -0.113 -1.180
C -0.308 0.257 -0.349 0.597 1.078 -0.139 0.720
Cl 0.143 1.832 -1.190 -0.097 -0.504 0.654 -0.177
Cl -1.374 -0.568 -1.482 -0.383 -0.589 -0.438 -0.171
C 0.928 -0.562 -0.096 -0.998 -0.246 5.329 -0.725
O 1.918 -0.517 -0.976 1.572 0.004 -1.000 -0.442
H -2.042 0.934 0.507 1.144 -0.409 1.559 0.354
H -1.162 -0.361 1.571 -0.214 0.453 -0.789 0.294
H -0.527 1.292 1.588 -0.431 -0.372 -0.890 0.340
H 0.554 -1.579 0.241 0.314 0.533 -0.958 0.341
H 1.339 -0.227 0.918 -0.373 0.162 -1.272 0.312
H 1.580 -1.050 -1.666 0.189 -0.807 -1.943 0.333

=====

no.,energy (eV),E_LUMO (eV),Kohn-Sham gap (eV)
1,-67575.159,-0.273,9.68
2,-5529.466,-7.577,10.16
3,-10746.767,1.081,9.39
4,-30819.592,0.725,8.47
5,-14812.101,-1.062,8.82
6,-30300.111,0.671,11.40